(1)
ORCA calculation (wB97M-V/def2-TZVPD) on a 2-piece molecular cluster, C11H14N2 overall.

Geometry as XYZ:
```
27
Properties=species:S:1:pos:R:3:forces:R:3:nbo_charge:R:1
C 1.481101 0.928556 -0.653039 1.00 0.63 0.88 -0.02
C -1.737832 -1.957104 0.823174 -0.73 -0.65 -0.70 0.09
H 2.310334 0.044706 1.185851 0.56 0.16 -0.84 0.22
H -2.305117 -0.486288 3.571862 0.00 -0.12 0.66 0.20
H 0.444216 -2.365741 0.939582 0.05 -0.35 0.04 0.22
H -1.313843 2.110534 -2.138613 -0.36 -0.23 0.32 0.21
C 1.815238 3.152476 -1.506117 1.29 -0.46 0.12 -0.20
C 2.335629 2.038000 -0.842036 -2.22 -0.86 -0.47 -0.21
H 0.037051 3.915471 -2.530925 0.56 0.34 0.25 0.21
C 2.088619 -0.193066 0.123877 -0.71 -2.37 0.65 -0.65
H -2.418824 -3.442099 -0.631215 0.10 0.96 0.23 0.22
C -2.213067 -2.338790 -0.540752 0.19 -1.39 -0.10 -0.64
C 0.126483 0.942784 -1.020810 0.97 -0.11 0.63 -0.23
C -0.490792 -2.040705 1.335930 -0.52 0.31 1.52 -0.11
H -1.467782 -2.126228 -1.303712 0.08 0.15 -0.06 0.22
N -0.611995 -1.475396 2.608306 -0.75 0.65 0.84 -0.55
C -1.935209 -1.088826 2.773397 0.92 -1.28 -1.32 0.17
H -0.530644 0.171507 -0.648279 -0.02 -0.36 -0.39 0.22
H 1.407402 -1.040487 0.261374 -0.59 0.74 -0.14 0.21
C -0.335858 2.034883 -1.692715 0.63 1.83 -0.50 -0.19
C 0.507928 3.161619 -1.905242 -1.62 -1.22 -0.88 -0.23
H -3.126482 -1.820052 -0.776588 -0.29 0.23 -0.08 0.23
H 2.830507 -0.836085 -0.392331 0.60 1.30 0.24 0.23
H 3.325038 1.957313 -0.437050 0.45 0.25 -0.18 0.21
H 2.538377 3.889103 -1.809014 -0.20 0.70 0.12 0.21
H -0.125079 -1.684856 3.466278 0.76 0.09 -0.45 0.41
N -2.635400 -1.451229 1.738808 -0.13 1.07 -0.40 -0.46
```
Forces are in eV/Å.

Calculated values
HOMO level ... -0.322 Eh
Kohn-Sham gap ... 9.609 eV
Energy relative to the best compared isomer or geometry (same formula, charge and spin) ... 100.8 kJ/mol

(2)
ORCA calculation (wB97M-V/def2-TZVPD) on an isolated molecule of C25H37N5O3.

Geometry as XYZ:
```
70
Properties=species:S:1:pos:R:3:forces:R:3:nbo_charge:R:1
C -0.946825 -0.992900 -2.999987 0.20 0.19 0.03 -0.60
C 5.394172 -2.544460 -1.368466 -0.27 -0.12 0.00 -0.64
N -4.956553 -0.736501 0.539820 -0.08 -0.12 0.04 -0.42
C 2.388145 -1.345842 -1.038210 -0.42 -0.35 -0.19 -0.22
H -8.037648 -1.807392 0.131207 -0.02 -0.06 -0.02 0.22
H 0.013258 -0.394017 2.603216 0.09 -0.01 0.06 0.22
H 3.544374 -3.471052 1.297791 -0.06 0.01 0.11 0.20
C -1.646930 3.083524 -1.049446 -0.20 -0.02 -0.01 -0.44
O 5.671927 0.707183 0.478200 0.40 0.04 -0.17 -0.63
C 2.132526 3.063442 -0.467726 -0.30 -0.08 0.02 -0.02
C -5.966503 -1.744805 0.818218 -0.07 -0.45 0.17 -0.21
H 4.548249 2.968174 0.514517 -0.11 -0.15 0.05 0.24
C 0.546060 1.779790 0.354948 0.60 0.61 -0.33 0.12
H 0.315501 0.193064 -1.737006 0.06 0.09 -0.02 0.20
H 1.048607 -0.231536 -3.283358 0.05 0.10 0.00 0.19
H -7.491192 0.531416 0.516810 -0.03 0.04 0.01 0.20
C 4.251476 -1.474831 1.603353 0.04 -0.38 -0.05 -0.25
H 5.212701 -1.533943 1.093989 -0.06 -0.06 0.12 0.23
N 3.829870 -0.095867 1.531572 -0.26 -0.35 0.22 -0.63
H -1.423723 -0.142412 -3.483501 -0.13 0.04 -0.08 0.20
C -1.337600 0.053652 1.038806 -0.77 0.00 -0.21 0.00
H 2.772897 3.745520 -0.989237 0.18 0.14 -0.09 0.22
H 5.318412 -1.466828 -1.491428 0.05 0.14 -0.01 0.22
C 3.229600 -2.466226 1.000141 0.26 0.24 0.11 -0.20
H -5.267927 1.313952 0.175992 -0.06 -0.09 -0.14 0.21
O -2.918772 1.132860 -0.155362 -0.08 0.18 -0.18 -0.40
C 4.575257 0.864271 0.972423 -0.36 0.53 0.08 0.67
H -7.438295 0.432883 -1.249559 -0.01 0.08 0.01 0.22
H -1.326885 -1.561167 2.406636 0.10 -0.04 0.03 0.27
H 1.394447 -2.533928 -2.548858 -0.01 -0.12 -0.02 0.19
C 3.928825 2.263929 1.071484 0.62 -0.22 0.26 -0.30
N 3.036383 -2.483818 -0.420524 0.05 0.07 0.06 -0.47
H 2.885006 0.143999 1.818409 0.19 0.03 -0.07 0.43
C -2.661103 0.051043 0.645540 1.14 -0.21 0.50 0.13
C -6.989510 0.062119 -0.330269 0.09 -0.10 -0.03 -0.41
H 2.258911 -2.269311 1.469481 0.00 -0.08 0.10 0.19
N 1.636161 1.519938 1.060144 -0.42 -0.26 0.48 -0.31
H -6.824003 -1.928691 -1.153496 0.00 -0.04 -0.03 0.20
C 0.427926 -0.609418 -2.466859 -0.09 -0.30 -0.02 -0.40
H 4.108921 -4.194181 -0.833283 -0.03 -0.03 -0.12 0.19
O -3.425603 -1.919723 1.661051 0.22 0.00 0.06 -0.64
H -5.043310 0.316052 -1.272467 -0.08 0.10 0.08 0.19
H 5.902706 -2.954308 -2.238050 0.12 -0.04 -0.08 0.21
C 0.801022 2.766468 -0.627542 0.24 -0.03 0.17 -0.12
H -1.585670 -1.327293 -2.184952 -0.12 -0.05 0.08 0.20
C -0.616752 -0.922824 1.890555 -0.10 -0.09 0.14 -0.65
H -5.524282 -2.738806 0.729268 -0.10 0.08 0.06 0.23
N 2.592894 2.302834 0.551968 -0.38 0.26 -0.44 -0.15
H -0.135076 2.589027 -2.514018 -0.06 0.05 -0.02 0.22
C 4.002250 -3.180928 -1.235423 0.12 0.01 -0.01 -0.20
C -5.487121 0.341315 -0.270206 -0.07 0.59 -0.37 -0.21
C -0.769361 1.205836 0.434892 -0.92 0.14 -0.35 -0.13
H -2.386164 3.118535 -1.850855 0.00 0.04 0.02 0.23
H 6.007744 -2.748429 -0.495084 0.10 0.04 0.07 0.20
C -3.695656 -0.932205 0.984935 -0.44 -0.03 -0.09 0.64
H 3.561560 -3.269741 -2.231849 0.02 -0.10 0.00 0.19
C -0.223006 3.215947 -1.619604 0.01 -0.05 -0.08 -0.41
H 4.393673 -1.744170 2.657311 0.07 -0.03 -0.07 0.19
H 2.086195 -0.636279 -0.267461 0.05 0.06 -0.05 0.21
H -1.848519 3.922593 -0.373190 -0.04 -0.01 -0.05 0.22
C -7.062491 -1.457220 -0.199357 0.06 0.12 0.12 -0.41
H -0.038697 4.248282 -1.920797 -0.06 -0.05 -0.06 0.22
H 3.923587 2.549369 2.130447 -0.02 0.05 -0.15 0.22
H 3.064708 -0.818690 -1.724708 0.01 0.11 0.06 0.18
H -6.333403 -1.628188 1.844860 0.00 -0.10 -0.05 0.19
H 0.023463 -1.546634 1.267038 0.10 -0.09 -0.02 0.22
H 0.448302 -2.263155 -1.090423 -0.02 -0.09 0.06 0.20
C 1.129581 -1.787481 -1.798331 0.21 0.51 -0.01 -0.40
H -0.866237 -1.799768 -3.725149 -0.06 -0.10 -0.09 0.20
C -1.772902 1.812284 -0.281065 0.84 -0.18 0.37 0.35
```
Forces are in eV/Å.

Calculated values
HOMO level ... -0.284 Eh
Kohn-Sham gap ... 8.348 eV
Energy relative to the best compared isomer or geometry (same formula, charge and spin) ... 26.6 kJ/mol